No. 1
Molecular formula: C4H16N3O
Method: DFT, ωB97M-V/def2-TZVPD

The geometry in XYZ format:
```
24
Properties=species:S:1:pos:R:3
N -1.2165 -1.4862 0.8970
C -0.9521 -0.2762 1.7427
C 0.5494 -0.0771 1.9017
N 1.0825 0.0970 0.5868
C 0.9064 1.4615 0.0587
C 0.1016 1.4395 -1.2020
N 0.7881 0.8061 -2.3173
H -0.8432 -2.3210 1.3734
H -0.6509 -1.4635 0.0101
H -2.1597 -1.5993 0.6684
H -1.5125 -0.3858 2.6388
H -1.3115 0.5561 1.1813
H 0.9389 -0.9973 2.2830
H 0.6586 0.7339 2.6204
H 2.0808 -0.0876 0.6446
H 0.4632 2.1005 0.7867
H 1.8506 1.9556 -0.0768
H -0.2702 2.4411 -1.4717
H -0.7935 0.8650 -0.9870
H 0.9878 1.4883 -3.0161
H 1.7320 0.5302 -2.0394
H -0.5785 -1.2150 -2.2922
H -0.8189 -2.7000 -2.2001
O -1.0327 -1.8658 -1.7911
```

total charge = +1
HOMO level = -13.0 eV
orbital gap = 10.09 eV
E = -401.26968 Eh

No. 2
Molecular formula: C4H16N3S
Method: DFT, ωB97M-V/def2-TZVPD

The geometry in XYZ format:
```
24
Properties=species:S:1:pos:R:3
C -0.9656 -0.6074 -1.7150
C -0.2843 -1.9644 -1.5736
S 0.3657 -2.6540 -3.0858
N -1.6017 -0.1217 -0.4559
H -1.7576 -0.7940 -2.4814
H -0.2159 0.0925 -2.1104
H -1.0968 -2.7343 -1.2020
H 0.4919 -1.9595 -0.8023
H 1.2241 -1.6177 -3.1885
H -2.2882 0.5777 -0.7215
H -0.3429 0.2810 0.5220
H -2.1546 -0.9100 -0.0274
C 0.0670 0.3075 2.6201
N 0.5690 0.2624 1.2313
C 1.5107 1.4228 0.8698
N 0.8549 2.4416 0.1191
H -0.6036 -0.5313 2.7952
H 0.8977 0.2722 3.3392
H -0.4946 1.2068 2.8394
H 1.0124 -0.6143 1.0955
H 2.3704 1.0016 0.2777
H 1.8996 1.7857 1.7948
H 0.4956 2.0958 -0.7877
H 0.0467 2.7610 0.6475
```

total charge = +1
HOMO level = -12.5 eV
orbital gap = 9.52 eV
E = -724.19772 Eh

No. 3
Molecular formula: C4H16N4
Method: DFT, ωB97M-V/def2-TZVPD

The geometry in XYZ format:
```
24
Properties=species:S:1:pos:R:3
C -1.8410 -1.2634 0.8240
C 0.2366 -0.6990 1.9696
N -0.4629 -1.5876 1.1407
N -0.2685 0.5057 2.3103
N 1.5780 -0.8798 2.0756
H -0.3539 -2.5445 1.4413
H -1.2511 0.6952 2.3755
H 0.3202 1.3148 2.4251
H 2.0650 -1.5394 1.4868
H 2.1450 -0.0558 2.2508
H -1.9200 -0.3686 0.2143
H -2.5761 -1.2686 1.6197
H -2.1934 -2.0558 0.1705
C 0.3521 1.3414 -1.9627
C -1.0574 0.9685 -2.4667
N 1.3975 1.2537 -3.0288
H 0.3338 2.3647 -1.6157
H 0.6191 0.6630 -1.1510
H -1.7155 1.8320 -2.5093
H -1.4993 0.2802 -1.7551
H 2.2115 1.8079 -2.7327
H 1.6891 0.2872 -3.1867
H 1.0978 1.5925 -3.9468
H -1.0877 0.4077 -3.3940
```

total charge = +1
HOMO level (spin up / spin down) = -6.7 / -12.5 eV
orbital gap (spin up / spin down) = 3.29 / 9.03 eV
E = -380.69340 Eh
2S+1 = 2

No. 4
Molecular formula: C4H16N8O4Tl
Method: DFT, ωB97M-V/def2-TZVPD

The geometry in XYZ format:
```
33
Properties=species:S:1:pos:R:3
Tl -33.6412 28.7834 -16.9273
C -35.7558 27.0614 -14.1060
O -34.8413 27.6213 -14.5613
N -36.0147 26.6730 -12.8808
N -36.7481 26.5895 -14.7314
H -35.2446 26.8781 -12.2603
H -36.7547 25.9903 -12.8013
H -37.1337 25.6774 -14.5327
H -36.6688 26.7851 -15.7191
C -32.5329 30.9974 -13.6176
O -33.1168 30.2038 -14.3664
N -32.6341 31.1006 -12.3655
N -31.7472 31.9267 -14.0426
H -31.8064 31.3978 -11.8688
H -33.2442 30.4704 -11.8648
H -31.6505 31.8265 -15.0429
H -31.8623 32.8560 -13.6640
C -33.5132 32.8058 -16.9719
O -33.7736 31.6470 -16.9647
N -32.2483 33.2248 -17.1893
N -34.3053 33.8037 -16.7789
H -32.3356 34.2289 -17.2543
H -31.5874 32.5625 -17.5696
H -35.2666 33.4966 -16.7383
H -34.1542 34.7377 -17.1325
C -30.7979 26.8150 -14.7708
O -31.7380 27.6097 -15.0215
N -30.7980 25.7707 -14.0595
N -29.6093 27.2204 -14.8530
H -31.6388 25.3039 -13.7510
H -29.9500 25.2512 -13.8828
H -28.8049 26.7924 -14.4172
H -29.5529 28.1089 -15.3298
```

total charge = +3
HOMO level = -18.9 eV
orbital gap = 2.67 eV
E = -1072.30686 Eh